This record from OMol25 describes a molecular structure, C4H9N2 in a non-equilibrium geometry. The level of theory is ωB97M-V with the def2-TZVPD basis set.

Properties
Spin multiplicity ... 1
Net charge ... +1
Energy ... -266.95835 Ha
Largest force on an atom ... 3.04 eV/Å
Relative energy (zero: lowest compared OMol25 entry of this formula, charge and spin) ... 370.0 kJ/mol
HOMO-LUMO gap ... 10.7 eV
HOMO level ... -13.938 eV

Each line ends with the Mulliken charge.
Cartesian coordinates (Å):
C -2.339 0.334 0.226  -0.084
C 1.915 1.772 0.237  -0.694
C 1.267 0.731 -0.311  0.025
C 0.141 -1.580 -0.115  -0.761
N -3.250 -0.229 -0.142  0.017
N 0.385 -0.202 0.432  -0.313
H 2.649 2.293 -0.484  0.208
H 1.813 2.105 1.236  0.299
H 1.325 0.699 -1.410  0.243
H 0.162 -1.361 -1.163  0.370
H 1.064 -2.217 0.133  0.339
H -0.896 -1.860 0.071  0.246
H -4.085 -0.647 -0.442  0.306
H 0.664 -0.164 1.463  0.363
H -0.815 0.327 0.267  0.437

=====

This record from OMol25 describes a molecular structure, C19H18AlN6S2SeTe in a non-equilibrium geometry. The level of theory is ωB97M-V with the def2-TZVPD basis set.

Properties
Spin multiplicity ... 1
Net charge ... +1
Energy ... -4771.49830 Ha
Largest force on an atom ... 5.47 eV/Å
Relative energy (zero: lowest compared OMol25 entry of this formula, charge and spin) ... 0.0 kJ/mol
HOMO-LUMO gap ... 5.8 eV
HOMO level ... -9.982 eV

Each line ends with the Mulliken charge.
Cartesian coordinates (Å):
Al 0.040 -0.314 0.947  -0.089
N -0.702 3.393 -1.281  -0.383
C -0.417 2.416 -0.391  0.543
S -1.565 1.153 0.083  -0.383
N 0.833 2.317 -0.012  -1.381
N 1.143 1.297 0.800  1.255
C 2.418 1.183 1.192  -0.659
C 2.761 0.043 1.868  1.064
C 4.014 -0.176 2.390  -0.911
C 4.209 -1.346 3.119  -0.334
C 3.157 -2.254 3.209  -0.724
C 2.013 -1.976 2.448  -0.409
N 1.709 -0.803 1.914  0.558
H -1.626 3.504 -1.780  0.238
H 0.036 4.021 -1.595  0.248
H 3.121 2.012 1.053  0.394
H 4.829 0.554 2.363  0.431
H 5.054 -1.386 3.795  0.406
H 3.166 -3.144 3.880  0.412
H 1.264 -2.739 2.316  0.493
Te -1.694 -1.214 2.884  0.003
C -0.446 -0.333 4.428  -0.213
C -0.178 1.040 4.378  -0.170
C 0.807 1.390 5.378  -0.646
C 1.176 0.343 6.160  -0.398
S 0.411 -1.174 5.727  -0.100
H -0.489 1.758 3.602  0.493
H 1.252 2.344 5.350  0.428
H 1.715 0.328 7.120  0.408
C -2.094 -2.504 -2.018  -0.870
N -1.536 -1.413 -2.693  0.431
C -0.305 -0.809 -2.480  -0.392
Se 0.957 -1.492 -1.251  -0.205
N -0.222 0.262 -3.324  0.197
C -1.447 0.404 -4.029  0.322
C -1.812 1.159 -5.143  -0.826
C -2.905 0.749 -5.907  -0.453
C -3.726 -0.343 -5.497  -0.541
C -3.461 -0.990 -4.301  -0.609
C -2.261 -0.596 -3.608  0.655
H -1.261 -2.993 -1.390  0.206
H -2.517 -3.321 -2.607  0.350
H -2.926 -2.202 -1.376  0.399
H 0.644 0.768 -3.561  0.285
H -1.135 1.963 -5.452  0.388
H -3.157 1.342 -6.825  0.350
H -4.588 -0.600 -6.108  0.401
H -4.263 -1.618 -3.773  0.335

=====

This record from OMol25 describes 5 unconnected molecules or ions with the total composition C32H28F3NO12S in a non-equilibrium geometry. The level of theory is ωB97M-V with the def2-TZVPD basis set.

Properties
Spin multiplicity ... 1
SMILES string ... NCCC[C@@H]1C[C@H](S(=O)(=O)C(F)(F)F)OC1=O.O=C1C=CC(=O)C=C1.O=C1C=CC(=O)C=C1.O=C1C=CC(=O)C=C1.O=C1C=CC(=O)C=C1
Net charge ... 0
Energy ... -2891.43645 Ha
Largest force on an atom ... 1.27 eV/Å
HOMO-LUMO gap ... 7.6 eV
HOMO level ... -9.485 eV

Each line ends with the Mulliken charge.
Cartesian coordinates (Å):
N -2.482 -0.879 2.291  -0.414
C -3.450 -1.382 1.297  -0.771
C -4.395 -0.289 0.783  -0.304
C -4.970 0.582 1.914  -1.227
C -6.224 -0.047 2.483  0.608
C -7.554 0.136 1.751  -0.777
C -8.383 -0.708 2.736  0.195
S -10.173 -0.640 2.558  1.188
O -10.759 -1.826 3.104  -0.646
O -10.675 0.641 2.943  -0.656
C -10.359 -0.828 0.712  0.723
F -9.372 -1.630 0.258  -0.302
F -10.280 0.342 0.095  -0.211
F -11.517 -1.404 0.451  -0.221
O -7.959 -0.244 4.008  -0.349
C -6.716 0.370 3.851  0.300
O -6.270 1.093 4.672  -0.546
H -2.730 -1.251 3.199  0.215
H -1.556 -1.242 2.102  0.232
H -4.068 -2.175 1.729  0.234
H -2.899 -1.833 0.471  0.467
H -3.943 0.316 0.001  0.431
H -5.246 -0.811 0.332  0.016
H -5.177 1.567 1.491  0.401
H -4.216 0.729 2.685  0.525
H -6.007 -1.120 2.587  0.065
H -7.608 -0.089 0.695  0.357
H -7.863 1.156 2.003  0.362
H -8.090 -1.760 2.680  0.126
C 1.993 1.142 2.712  -0.380
C 2.843 1.965 2.105  -0.417
C 2.934 2.020 0.626  0.491
O 3.712 2.768 0.071  -0.603
C 2.042 1.126 -0.153  -0.467
C 1.192 0.303 0.454  -0.273
C 1.102 0.247 1.934  0.453
O 0.326 -0.501 2.490  -0.575
H 1.908 1.083 3.790  0.425
H 3.504 2.627 2.650  0.420
H 2.128 1.185 -1.230  0.422
H 0.533 -0.358 -0.093  0.410
C 6.775 2.627 -0.275  -0.268
C 7.353 3.813 -0.099  -0.408
C 8.807 3.931 0.174  0.358
O 9.334 5.011 0.335  -0.554
C 9.594 2.673 0.245  -0.383
C 9.017 1.489 0.072  -0.232
C 7.565 1.373 -0.203  0.309
O 7.040 0.290 -0.364  -0.590
H 5.714 2.520 -0.473  0.467
H 6.797 4.741 -0.146  0.447
H 10.653 2.781 0.440  0.398
H 9.572 0.560 0.119  0.478
C -6.227 -1.055 -3.856  -0.403
C -6.394 -1.975 -4.802  -0.425
C -7.362 -3.091 -4.633  0.296
O -7.511 -3.929 -5.494  -0.539
C -8.139 -3.137 -3.367  -0.555
C -7.972 -2.215 -2.423  -0.236
C -7.004 -1.105 -2.594  0.458
O -6.854 -0.270 -1.725  -0.505
H -5.526 -0.236 -3.957  0.440
H -5.840 -1.961 -5.732  0.406
H -8.840 -3.956 -3.265  0.451
H -8.516 -2.209 -1.488  0.652
C 13.654 0.609 -2.110  -0.392
C 14.320 -0.538 -2.215  -0.349
C 13.610 -1.826 -2.423  0.349
O 14.216 -2.870 -2.516  -0.539
C 12.127 -1.784 -2.511  -0.375
C 11.461 -0.637 -2.407  -0.268
C 12.173 0.649 -2.199  0.408
O 11.564 1.694 -2.103  -0.524
H 14.150 1.559 -1.958  0.425
H 15.399 -0.591 -2.154  0.403
H 11.631 -2.734 -2.663  0.411
H 10.381 -0.584 -2.468  0.460

=====

This record from OMol25 describes a molecular structure, C31H50ClHfPS in a non-equilibrium geometry. The level of theory is ωB97M-V with the def2-TZVPD basis set.

Properties
Spin multiplicity ... 1
Net charge ... 0
Energy ... -2458.73861 Ha
Largest force on an atom ... 6.06 eV/Å
Relative energy (zero: lowest compared OMol25 entry of this formula, charge and spin) ... 401.3 kJ/mol
HOMO-LUMO gap (spin up / spin down) ... 5.0 / 4.8 eV
HOMO level (spin up / spin down) ... -5.631 / -5.413 eV

Each line ends with the Mulliken charge.
Cartesian coordinates (Å):
Hf -0.420 -0.775 2.324  0.060
P 0.298 -0.854 -0.469  0.405
Cl 1.951 -0.964 2.253  -0.462
C 0.373 3.352 -0.095  -0.904
H 0.845 3.591 -1.030  0.356
H 1.095 3.066 0.724  0.118
C -0.146 -2.668 0.058  0.078
C 2.129 -0.650 -1.015  0.364
C -0.291 -3.463 -1.245  -0.790
H 0.774 -2.981 0.593  0.915
C -0.354 -4.976 -0.988  -1.174
H -1.193 -3.114 -1.772  0.016
H 0.570 -3.246 -1.902  0.004
C -1.430 -5.367 0.037  -0.732
H -0.537 -5.473 -1.953  0.398
H 0.632 -5.309 -0.649  0.401
C -1.424 -4.481 1.295  -0.827
H -2.420 -5.374 -0.452  0.330
H -1.253 -6.419 0.320  0.401
C -1.352 -2.938 0.994  0.544
H -2.319 -4.740 1.896  0.398
H -0.554 -4.754 1.906  0.359
H -2.287 -2.656 0.484  0.395
H -1.392 -2.439 2.046  -0.234
C -0.610 -0.361 -2.057  0.462
C 2.396 0.676 -1.747  -0.191
H 2.604 -0.584 -0.029  0.401
C 3.899 0.903 -1.988  -0.862
H 1.895 0.670 -2.722  0.233
H 1.963 1.523 -1.186  -0.554
C 4.600 -0.292 -2.647  -0.666
H 4.028 1.785 -2.613  0.407
H 4.388 1.109 -1.023  0.345
C 4.266 -1.642 -1.997  -0.967
H 4.354 -0.327 -3.719  0.310
H 5.686 -0.139 -2.592  0.363
C 2.760 -1.846 -1.749  -0.781
H 4.625 -2.450 -2.633  0.391
H 4.799 -1.716 -1.035  0.371
H 2.263 -2.009 -2.708  0.171
H 2.623 -2.774 -1.155  0.223
C -2.111 -0.643 -1.984  -0.209
H -0.449 0.741 -2.074  0.575
C -2.849 -0.058 -3.193  -0.904
H -2.277 -1.715 -1.933  0.280
H -2.566 -0.223 -1.063  -0.129
C -2.269 -0.520 -4.538  -0.742
H -3.907 -0.346 -3.134  0.412
H -2.805 1.036 -3.148  0.348
C -0.747 -0.397 -4.613  -1.097
H -2.558 -1.572 -4.721  0.324
H -2.720 0.061 -5.351  0.403
C -0.036 -0.941 -3.371  -0.481
H -0.368 -0.930 -5.489  0.423
H -0.473 0.667 -4.743  0.378
H -0.133 -2.034 -3.355  0.150
H 1.036 -0.736 -3.468  0.031
C -1.097 1.005 1.229  1.200
C -0.949 3.187 0.020  0.357
H -1.498 0.821 0.132  -1.175
C -1.888 4.138 0.805  -0.862
H -1.509 2.577 -0.698  0.176
C -1.862 3.691 2.325  0.102
H -1.460 5.204 0.677  0.304
H -2.933 4.141 0.430  0.373
C -2.671 2.518 2.713  -0.972
H -0.774 3.491 2.551  -0.188
H -2.144 4.577 2.956  0.368
C -2.384 1.182 1.983  -0.232
H -2.599 2.356 3.799  0.259
H -3.776 2.708 2.547  0.301
H -2.470 0.379 2.801  0.028
H -3.252 0.971 1.350  0.413
S -0.216 0.056 4.528  -0.541
C 0.443 1.773 4.689  0.679
C -0.279 2.578 5.598  -0.530
C 0.187 3.844 5.936  -0.512
C 1.356 4.341 5.392  -0.560
C 2.083 3.540 4.509  -0.445
C 1.655 2.255 4.154  -0.238
H -1.191 2.174 6.044  0.393
H -0.350 4.410 6.673  0.386
H 1.738 5.316 5.679  0.393
H 3.023 3.888 4.115  0.385
H 2.215 1.601 3.478  0.304

=====

This record from OMol25 describes a single C2H4N4 molecule. The level of theory is ωB97M-V with the def2-TZVPD basis set.

Properties
Spin multiplicity ... 1
SMILES string ... Nc1nc[nH]n1
Net charge ... 0
Energy ... -297.63318 Ha
Largest force on an atom ... 0.43 eV/Å
Relative energy (zero: lowest compared OMol25 entry of this formula, charge and spin) ... 29.2 kJ/mol
HOMO-LUMO gap ... 10.8 eV
HOMO level ... -9.857 eV

Each line ends with the Mulliken charge.
Cartesian coordinates (Å):
N 1.965 0.104 -0.413  -0.492
C 0.587 0.044 -0.137  0.326
N 0.033 -0.736 0.783  -0.652
N -1.280 -0.439 0.643  0.202
C -1.448 0.480 -0.320  0.012
N -0.293 0.816 -0.840  -0.541
H 2.504 0.533 0.328  0.260
H 2.363 -0.794 -0.653  0.270
H -2.006 -0.862 1.201  0.218
H -2.425 0.853 -0.593  0.398

=====

This record from OMol25 describes a gas-phase ion, C3H8NSe (charge +1) in a non-equilibrium geometry. The level of theory is ωB97M-V with the def2-TZVPD basis set.

Properties
Spin multiplicity ... 1
SMILES string ... C1C[Se]C[NH2+]1
Net charge ... +1
Energy ... -2574.97855 Ha
Largest force on an atom ... 3.99 eV/Å
Relative energy (zero: lowest compared OMol25 entry of this formula, charge and spin) ... 45.1 kJ/mol
HOMO-LUMO gap ... 9.4 eV
HOMO level ... -13.317 eV

Each line ends with the Mulliken charge.
Cartesian coordinates (Å):
C 0.826 0.687 0.073  -0.497
C -0.602 1.377 -0.138  -0.723
C -0.472 -1.383 -0.361  -0.571
N 0.566 -0.763 0.485  -0.287
Se -2.025 -0.016 0.183  0.100
H 1.461 0.599 -0.906  0.331
H 1.324 1.033 0.957  0.388
H -0.820 2.190 0.582  0.379
H -0.961 1.727 -1.017  0.411
H -0.322 -1.020 -1.391  0.337
H -0.625 -2.486 -0.294  0.388
H 1.517 -1.150 0.390  0.388
H 0.133 -0.796 1.438  0.358